Below is C4HNO2 in the gas phase, with properties calculated with ωB97M-V with the def2-TZVPD basis set.

The geometry in XYZ format:
```
8
Properties=species:S:1:pos:R:3:forces:R:3
C -0.152614 -0.146222 0.820634 0.332 -1.318 -0.649
C -0.123967 1.063799 1.306980 0.031 -1.945 -0.205
C -0.355141 -1.757339 -2.349922 -0.248 -0.568 -0.545
C 0.085514 -1.077243 -1.402654 0.167 0.587 2.335
N 0.290615 -0.083959 -0.506660 -0.642 -2.330 -3.447
O -0.097249 2.087071 1.720769 -0.015 4.223 1.767
O 0.776014 0.935034 -0.990699 0.349 1.274 1.352
H -0.423172 -1.021141 1.401552 0.026 0.077 -0.608
```
Positions in Å, forces in eV/Å.

Values from the calculation:
F_max = 0.0890 Eh/bohr
LUMO level = -2.0 eV
ΔE to the lowest compared entry with this formula, charge and spin = 133.12 kcal/mol
molar mass = 95.057 g mol⁻¹
electronic energy = -357.97226 a.u.